Record 1
The following is a DFT calculation (ωB97M-V/def2-TZVPD) of a cluster of 12 separate species, C30H91N7O12 in total in a non-equilibrium geometry.

Computed properties:
* DFT total energy: -2483.51408 Eh
* relative energy (zero: lowest compared OMol25 entry of this formula, charge and spin): 0.204 eV
* charge: 0
* E_LUMO: 0.0029 Eh
* Kohn-Sham gap: 8.41 eV
* HOMO level: -8.3 eV

```
140
C30H91N7O12, DFT ωB97M-V/def2-TZVPD
O -4.625 -0.007 -2.443
O -2.837 -2.134 -3.874
O -3.922 -0.275 3.713
O 0.022 5.030 -1.044
O 3.085 3.920 1.172
O 3.174 -1.967 -2.998
O -0.156 -2.100 -3.674
O 0.160 -4.746 -0.036
O 1.959 -2.635 0.577
O 5.070 -2.334 5.263
O 0.706 -1.019 -1.099
O -0.421 2.643 -5.594
N -2.082 -3.471 3.589
N 2.212 -2.331 4.796
N -4.956 3.513 -1.390
N 1.411 -0.189 -5.467
N 3.346 0.596 -0.669
N 2.938 -4.956 -0.521
N -2.835 4.517 1.324
C -1.051 -0.348 0.404
C -2.692 -2.352 4.314
C -0.165 1.618 -4.590
C 0.660 -5.970 -0.581
C -4.530 -0.842 -1.288
C -1.435 4.666 0.939
C 3.597 2.055 -0.446
C -3.100 -1.343 3.205
C 6.123 -2.207 6.181
C 2.958 2.878 -1.585
C 2.341 2.023 -5.287
C -4.363 0.654 2.736
C -0.380 -0.139 -0.926
C 3.228 -1.572 4.042
C -1.831 -1.765 5.434
C 2.116 -6.132 -0.145
C -0.710 3.510 1.670
C -6.639 1.913 -1.958
C 3.092 2.492 0.962
C 0.205 4.879 -2.431
C 4.325 4.548 1.123
C 2.384 -6.463 1.295
C 2.526 -0.324 3.491
C -5.290 2.069 -1.317
C -1.714 3.236 -5.649
C -1.239 -4.633 -0.052
C 1.292 1.059 -4.728
C 4.415 -1.136 4.944
C -4.182 1.301 -2.154
C -1.284 4.717 -0.605
H 0.041 -1.737 -2.797
H -6.648 2.036 -3.041
H -1.848 -2.526 6.216
H -1.641 -1.266 0.351
H -3.614 -2.819 4.670
H 0.704 3.985 -2.805
H 3.410 2.606 -2.540
H 4.676 2.210 -0.472
H 2.524 2.904 -4.670
H 0.790 -0.786 -4.933
H -2.763 4.464 2.332
H 3.314 1.548 -5.407
H -1.954 5.399 -1.133
H 4.139 -0.613 5.863
H -0.301 2.184 -3.664
H -0.702 5.032 -3.020
H 4.154 5.607 0.919
H 1.846 -0.508 2.658
H 2.349 0.429 -0.763
H 3.656 0.514 -1.631
H 1.373 -2.874 1.306
H -0.828 -1.621 5.034
H -0.303 -0.375 1.195
H -2.290 -0.848 5.800
H 1.784 -7.313 1.623
H 5.726 -1.886 7.149
H -3.559 -0.762 -0.799
H 0.375 3.513 1.559
H 2.839 -2.864 -2.960
H 3.124 3.935 -1.377
H -1.006 5.540 1.436
H -5.535 4.115 -0.819
H 5.133 -0.515 4.402
H -2.076 -4.250 4.236
H -3.960 1.865 -3.060
H -4.841 1.463 3.290
H 0.435 -2.849 -3.763
H -2.019 3.829 -4.786
H 2.181 -5.614 1.949
H -1.569 -3.942 0.725
H -5.207 0.308 2.134
H 0.574 -5.914 -1.669
H -3.565 -1.846 2.353
H 2.789 -3.076 5.174
H -1.837 -5.543 -0.001
H -0.073 0.914 -0.898
H 1.919 2.563 -1.690
H 5.018 4.377 0.294
H -5.216 1.621 -0.323
H -1.643 3.851 -6.546
H 1.904 0.193 4.224
H -0.995 0.911 -4.532
H 6.926 -1.512 5.928
H -3.176 -1.563 -3.180
H 0.956 0.010 -6.350
H -1.015 2.551 1.247
H 3.555 -2.240 3.245
H 2.242 -3.409 0.044
H 1.951 2.350 -6.253
H 2.665 -4.750 -1.475
H -2.208 -0.903 2.752
H -3.567 1.069 2.116
H -1.464 3.698 -0.962
H -1.839 0.380 0.611
H 2.471 -7.073 -0.577
H 2.065 2.139 1.075
H -1.044 -0.157 -1.796
H 1.445 -2.025 -0.006
H -4.037 3.633 -0.981
H 3.404 -6.783 1.512
H -2.437 2.455 -5.895
H 0.831 5.723 -2.730
H -1.882 -1.974 -3.891
H -5.364 -0.732 -0.593
H 1.709 0.883 -3.732
H -3.252 1.166 -1.594
H 2.412 -1.417 -2.780
H 1.997 -1.809 5.638
H -1.524 -4.085 -0.954
H 3.589 2.012 1.807
H 3.927 -5.163 -0.530
H 4.936 4.458 2.024
H -6.936 0.869 -1.835
H -7.438 2.529 -1.546
H -2.652 -3.794 2.819
H 0.090 -6.829 -0.223
H -0.970 3.515 2.728
H -3.284 5.401 1.115
H -4.606 -1.843 -1.715
H 3.263 0.377 3.099
H 6.569 -3.172 6.421
```

---

Record 2
The following is a DFT calculation (ωB97M-V/def2-TZVPD) of a cluster of 2 separate species, C3H5P in total in a non-equilibrium geometry.

Computed properties:
* DFT total energy: -458.47346 Eh
* relative energy (zero: lowest compared OMol25 entry of this formula, charge and spin): 2.940 eV
* charge: 0
* E_LUMO: -0.0346 Eh
* Kohn-Sham gap: 8.85 eV
* HOMO level: -9.8 eV

```
9
C3H5P, DFT ωB97M-V/def2-TZVPD
P -0.276 -1.533 0.425
C 3.016 0.012 -0.357
C 2.075 -0.595 0.077
C -1.099 0.035 -0.092
H -0.120 -1.847 -0.874
H -2.132 -0.039 -0.522
H -0.400 0.500 -0.705
H -1.142 0.645 0.769
H 3.887 0.641 -0.310
```

---

Record 3
The following is a DFT calculation (ωB97M-V/def2-TZVPD) of a structure of composition C18H26BeN3O11S2 in a non-equilibrium geometry.

Computed properties:
* DFT total energy: -2504.33678 Eh
* charge: 0
* E_LUMO (spin up / spin down): 0.0133 / -0.0441 Eh
* 2S+1: 2
* Kohn-Sham gap (spin up / spin down): 7.75 / 7.89 eV
* HOMO level (spin up / spin down): -7.4 / -9.1 eV

```
61
C18H26BeN3O11S2, DFT ωB97M-V/def2-TZVPD
S -11.049 -15.360 9.738
S -13.000 -9.917 18.169
O -9.703 -14.807 9.827
O -11.130 -16.530 8.831
O -11.692 -15.713 11.232
O -12.411 -9.217 19.302
O -12.312 -10.073 16.888
O -13.384 -8.820 8.563
O -12.229 -14.214 9.475
O -14.603 -9.617 17.917
O -13.653 -10.370 11.444
O -13.280 -11.571 18.535
O -13.538 -8.781 12.917
N -14.925 -10.461 8.998
N -10.233 -7.729 12.238
N -16.653 -7.565 16.882
C -18.470 -8.630 14.997
C -14.849 -9.368 6.802
C -16.234 -7.916 15.678
C -17.957 -7.733 17.213
C -12.261 -14.569 11.819
C -9.048 -7.073 11.935
C -14.357 -9.500 8.255
C -8.032 -6.902 12.886
C -10.413 -7.982 13.544
C -14.621 -11.968 18.343
C -18.831 -8.345 16.325
C -12.361 -13.512 10.669
C -15.305 -10.858 17.542
C -17.043 -8.501 14.719
C -13.764 -10.026 12.661
C -8.276 -7.150 14.250
C -9.507 -7.723 14.543
C -13.953 -11.179 13.675
Be -12.425 -7.913 10.691
H -13.045 -11.169 14.278
H -15.182 -7.825 15.452
H -13.305 -12.971 10.620
H -14.870 -12.953 17.948
H -18.314 -7.386 18.172
H -15.170 -11.856 19.278
H -14.655 -10.518 9.970
H -15.275 -10.983 16.460
H -11.303 -8.466 13.918
H -16.624 -8.762 13.759
H -13.238 -14.831 12.223
H -11.604 -12.732 10.754
H -15.619 -10.132 6.693
H -14.257 -12.142 13.265
H -8.888 -6.785 10.906
H -11.761 -14.174 12.703
H -7.124 -6.374 12.637
H -15.682 -11.033 8.652
H -14.017 -9.598 6.136
H -16.339 -10.756 17.872
H -9.668 -7.927 15.591
H -7.487 -7.011 14.975
H -15.251 -8.363 6.680
H -19.128 -9.206 14.363
H -19.832 -8.576 16.657
H -14.811 -10.816 14.240
```

---

Record 4
The following is a DFT calculation (ωB97M-V/def2-TZVPD) of a structure of composition C3H9NO2 in a non-equilibrium geometry.

Computed properties:
* DFT total energy: -324.85258 Eh
* relative energy (zero: lowest compared OMol25 entry of this formula, charge and spin): 3.266 eV
* charge: 0
* E_LUMO: 0.0357 Eh
* Kohn-Sham gap: 11.39 eV
* HOMO level: -10.4 eV

```
15
C3H9NO2, DFT ωB97M-V/def2-TZVPD
O -1.418 -1.008 -1.201
O -0.271 -2.921 -1.543
N 0.851 0.769 -0.377
C -1.282 -2.327 -1.514
C 1.647 1.739 -0.430
C 0.675 0.181 0.933
H 2.276 2.159 0.315
H -1.312 1.342 2.241
H -2.083 1.256 2.149
H 1.855 2.263 -1.416
H -2.318 -2.827 -1.750
H 1.087 0.885 1.687
H -0.414 -0.084 1.058
H -0.501 -0.558 -0.913
H 1.207 -0.869 0.761
```

---

Record 5
The following is a DFT calculation (ωB97M-V/def2-TZVPD) of the ion C4H5N2O with charge +1 in a non-equilibrium geometry.

Computed properties:
* DFT total energy: -339.64747 Eh
* relative energy (zero: lowest compared OMol25 entry of this formula, charge and spin): 3.216 eV
* charge: +1
* E_LUMO (spin up / spin down): -0.1655 / -0.3126 Eh
* 2S+1: 3
* Kohn-Sham gap (spin up / spin down): 8.62 / 7.23 eV
* HOMO level (spin up / spin down): -13.1 / -15.7 eV

```
12
C4H5N2O, DFT ωB97M-V/def2-TZVPD
O 3.198 1.064 -0.991
N 1.033 0.151 -0.645
N -1.317 -0.599 -0.770
C -0.431 -0.997 -1.550
C 2.228 0.547 -0.701
C 0.460 -0.047 0.750
C -1.058 0.073 0.516
H 0.612 0.813 1.527
H 0.669 -0.931 1.245
H -1.462 -0.325 1.376
H -2.326 -0.811 -1.102
H -1.606 1.063 0.345
```

---

Record 6
The following is a DFT calculation (ωB97M-V/def2-TZVPD) of a cluster of 2 separate species, C50H65N4O2 in total in a non-equilibrium geometry.

Computed properties:
* DFT total energy: -2313.30769 Eh
* relative energy (zero: lowest compared OMol25 entry of this formula, charge and spin): 0.000 eV
* charge: +1
* E_LUMO: -0.1782 Eh
* Kohn-Sham gap: 3.63 eV
* HOMO level: -8.5 eV

```
121
C50H65N4O2, DFT ωB97M-V/def2-TZVPD
O 6.355 1.430 4.118
O 7.027 0.800 2.113
N 1.503 -1.466 1.252
N -0.584 -0.805 0.861
N 6.198 1.350 2.878
N -2.811 2.371 -5.087
C 4.711 1.520 0.969
C -3.792 0.381 -4.103
C -3.266 -1.813 4.389
C -2.404 2.253 1.684
C 2.653 2.099 2.802
C -5.276 -1.908 -4.760
C 2.989 -1.269 3.271
C 5.366 -1.700 3.034
C 1.572 -2.827 4.607
C 2.896 -1.657 -1.250
C -1.774 1.314 0.857
C 0.703 -0.348 1.108
C -1.536 3.705 -7.347
C -1.296 4.142 -5.899
C -3.211 1.701 -3.987
C -4.002 -1.721 -5.316
C -2.187 2.325 -7.473
C -1.230 1.933 -0.464
C 3.389 1.348 0.594
C -3.464 0.474 2.865
C 3.970 2.274 3.194
C 4.984 1.844 2.316
C 4.305 -1.121 3.722
C 2.806 -1.552 1.879
C -3.246 -0.603 -4.972
C -5.021 0.108 -3.450
C 2.420 -0.755 5.715
C 3.908 -2.013 1.128
C -2.625 -0.499 2.305
C 4.007 -2.261 -0.404
C 0.779 -2.550 0.750
C 0.993 0.985 1.289
C 4.072 -3.776 -0.632
C -3.280 1.834 2.672
C -2.942 -1.929 2.883
C 0.631 -0.571 4.090
C -2.440 3.788 -4.957
C -3.303 2.105 -6.459
C 5.315 -1.618 -0.907
C -0.533 0.972 -1.417
C 1.899 -1.344 4.394
C -0.474 -2.131 0.486
C -0.329 3.157 -0.234
C -2.471 2.477 -1.154
C -4.177 -2.431 2.128
C -1.736 -0.050 1.266
C 5.113 -2.272 1.803
C 2.353 1.472 1.556
C -5.771 -1.006 -3.808
C -1.881 -3.010 2.825
H -1.146 5.226 -5.861
H 0.078 -0.991 3.250
H -4.245 -1.365 4.584
H 2.470 -3.362 4.946
H 5.547 1.372 0.292
H 0.465 0.705 -1.054
H -2.179 2.988 -2.076
H -3.845 2.559 3.256
H -0.374 3.680 -5.526
H -3.015 3.202 -0.537
H -0.845 3.943 0.327
H -0.390 1.470 -2.387
H -3.608 -2.443 -6.034
H -0.581 3.698 -7.880
H -4.285 0.176 3.517
H 4.161 -3.999 -1.703
H 4.250 2.661 4.172
H 1.233 -3.299 3.677
H 4.930 -4.218 -0.114
H -3.153 1.651 -1.383
H 3.163 -4.262 -0.255
H -1.119 0.063 -1.591
H 1.998 -2.278 -1.267
H -1.429 1.543 -7.343
H 3.130 1.127 -0.444
H -2.248 -0.454 -5.390
H -2.177 4.445 -7.842
H 0.790 -2.947 5.370
H -3.316 4.413 -5.210
H 4.526 -0.643 4.676
H -3.955 -2.518 1.057
H 6.357 -1.735 3.484
H -2.207 -3.844 3.467
H 3.241 -1.345 6.138
H -3.709 1.096 -6.562
H 1.229 -3.528 0.663
H 3.244 -1.573 -2.290
H -3.288 -2.808 4.853
H -2.600 2.198 -8.481
H 5.365 -1.660 -2.002
H -5.395 0.833 -2.723
H 2.653 -0.646 -0.908
H -0.030 3.571 -1.207
H -5.022 -1.743 2.246
H -2.302 3.322 1.492
H -3.611 2.360 -3.211
H 0.590 2.902 0.299
H 0.861 0.478 3.870
H 2.749 0.283 5.577
H -4.483 -3.419 2.496
H 1.613 -0.745 6.459
H 1.839 2.389 3.473
H 0.195 1.558 1.753
H -2.161 3.996 -3.919
H -4.116 2.822 -6.686
H 5.355 -0.562 -0.605
H -2.493 -1.229 4.907
H 6.207 -2.120 -0.515
H 5.907 -2.841 1.318
H -5.882 -2.761 -5.065
H -6.752 -1.167 -3.356
H -0.041 -0.596 4.963
H -1.306 -2.671 0.061
H -0.924 -2.670 3.232
H -1.762 -3.446 1.831
```